No. 1
Below is a structure of composition C43H39F3N3O9P2PtS2, with properties calculated with ωB97M-V/def2-TZVPD.

As for the LUMO energy: -4.548 eV. For the largest force on an atom, the calculation gives 1.91 eV Å⁻¹. For the gap between HOMO and LUMO, the calculation gives 5.66 eV. Its total energy is -119757.86286 eV. As for the total charge: +1. The HOMO energy is -10.205 eV.

```
102
Properties=species:S:1:pos:R:3:forces:R:3
Pt 0.249 1.436 0.602 0.677 1.479 -1.008
O 0.409 3.403 1.464 0.467 0.214 0.756
N -0.413 4.294 1.114 0.335 -0.427 -0.275
N -1.113 3.951 0.142 -0.530 0.416 -0.055
O -0.929 2.750 -0.466 -0.299 -0.261 -0.010
C -2.131 4.838 -0.393 0.264 -0.405 0.017
C -2.475 4.722 -1.723 -0.053 0.101 -0.089
C -3.444 5.575 -2.233 0.009 -0.020 0.020
C -4.042 6.522 -1.414 0.012 -0.047 -0.005
C -3.670 6.619 -0.079 -0.014 0.023 0.009
C -2.710 5.771 0.447 -0.084 0.023 0.160
H -1.994 3.983 -2.339 0.062 -0.005 -0.056
H -3.727 5.500 -3.275 0.011 0.002 0.019
H -4.805 7.177 -1.811 0.033 0.008 -0.001
H -4.138 7.352 0.563 0.005 -0.009 -0.004
H -2.431 5.818 1.490 0.009 0.027 -0.025
C -2.264 -5.410 -2.681 0.032 0.015 0.051
S -3.001 -3.913 -3.366 -0.028 -0.003 -0.055
C -1.550 -3.172 -4.183 -0.129 -0.021 0.060
C -1.080 -1.871 -3.537 -0.033 0.049 0.020
C -0.787 -2.078 -2.062 0.293 0.252 0.008
N -0.103 -0.970 -1.338 -0.783 -1.017 -0.241
P 1.134 -1.112 -0.098 -0.594 -0.463 0.398
C 2.188 -2.082 -1.203 0.462 0.151 0.115
C 2.886 -3.184 -0.710 -0.104 -0.076 -0.168
C 3.669 -3.944 -1.563 -0.074 -0.033 0.039
C 3.772 -3.604 -2.903 0.048 -0.006 -0.036
C 3.100 -2.495 -3.396 -0.007 0.058 0.038
C 2.317 -1.728 -2.547 0.067 -0.093 0.056
C 0.220 -2.202 1.043 0.001 -0.162 -0.076
C -0.266 -3.443 0.606 0.084 0.120 0.172
C -1.037 -4.227 1.448 0.024 -0.002 -0.011
C -1.331 -3.797 2.734 -0.061 -0.038 0.001
C -0.805 -2.602 3.194 0.040 0.064 -0.011
C -0.029 -1.819 2.352 0.089 -0.087 0.008
P -0.442 0.597 -1.392 1.018 0.259 -0.457
C 0.593 1.426 -2.617 -0.245 0.265 -0.365
C 0.350 1.180 -3.974 0.056 0.097 0.059
C 1.136 1.773 -4.947 0.014 -0.036 -0.021
C 2.172 2.622 -4.582 0.044 0.018 -0.012
C 2.430 2.862 -3.241 -0.051 -0.078 -0.029
C 1.642 2.270 -2.263 0.106 0.036 -0.103
C -2.153 0.765 -1.794 -0.457 0.185 0.257
C -2.636 1.567 -2.827 -0.053 -0.125 0.070
C -4.002 1.670 -3.028 -0.020 -0.055 -0.023
C -4.881 0.988 -2.196 -0.022 0.015 -0.024
C -4.404 0.207 -1.151 0.052 -0.026 0.003
C -3.039 0.098 -0.941 -0.030 0.007 -0.116
H -3.048 -5.924 -2.126 0.016 0.002 -0.007
H -1.445 -5.179 -1.998 -0.034 -0.010 0.002
H -1.909 -6.066 -3.473 -0.003 0.004 0.010
H -1.833 -2.989 -5.218 0.104 0.002 -0.040
H -0.748 -3.913 -4.177 -0.021 -0.004 -0.032
H -1.849 -1.107 -3.679 0.047 0.010 0.014
H -0.168 -1.547 -4.042 -0.005 -0.006 -0.076
H -0.129 -2.938 -1.994 0.120 -0.023 -0.001
H -1.704 -2.324 -1.530 -0.034 -0.037 0.052
H 2.797 -3.469 0.328 0.013 0.000 -0.097
H 4.207 -4.798 -1.174 -0.024 -0.012 -0.011
H 4.391 -4.198 -3.564 -0.014 0.005 0.010
H 3.192 -2.221 -4.440 0.016 0.017 0.017
H 1.811 -0.854 -2.931 0.020 0.011 -0.035
H -0.008 -3.831 -0.363 0.026 -0.042 -0.052
H -1.399 -5.186 1.098 0.010 0.017 0.006
H -1.951 -4.405 3.380 0.043 -0.005 0.005
H -0.980 -2.276 4.211 -0.006 0.003 -0.016
H 0.437 -0.934 2.735 -0.042 0.119 0.057
H -0.456 0.528 -4.277 -0.027 0.013 -0.023
H 0.941 1.569 -5.992 -0.013 0.025 0.009
H 2.777 3.096 -5.343 0.014 -0.028 0.009
H 3.247 3.508 -2.950 -0.015 0.017 0.007
H 1.866 2.471 -1.226 -0.041 -0.022 0.113
H -1.950 2.099 -3.471 -0.013 0.021 -0.001
H -4.384 2.287 -3.831 0.004 -0.024 0.000
H -5.948 1.069 -2.361 0.012 0.007 0.010
H -5.094 -0.312 -0.499 0.007 0.003 -0.002
H -2.660 -0.493 -0.114 0.003 0.000 -0.011
F 2.829 -3.332 2.445 -0.012 -0.038 0.099
C 3.451 -2.277 2.977 -0.069 -0.133 0.203
F 4.595 -2.678 3.509 0.020 0.003 0.013
F 2.681 -1.766 3.931 -0.074 0.014 0.032
S 3.822 -1.021 1.697 0.452 0.237 -0.531
O 4.211 0.146 2.411 -0.071 -0.073 -0.052
O 4.719 -1.656 0.790 -0.048 0.092 0.103
O 2.444 -0.806 1.058 0.046 0.152 0.373
O -0.676 1.280 2.735 -0.394 0.010 1.393
C 0.489 1.252 3.157 -0.297 0.089 -0.667
O 1.448 1.263 2.230 -0.666 -0.907 -0.081
C 0.863 1.162 4.559 0.628 0.019 0.085
C -0.136 1.121 5.521 -0.043 -0.031 0.234
C 0.182 1.019 6.878 -0.170 0.000 -0.197
C 1.518 0.962 7.192 -0.182 -0.010 0.350
O 2.064 0.859 8.427 0.208 -0.007 -0.030
C 3.492 0.845 8.238 -0.169 0.011 -0.163
O 3.738 0.918 6.831 -0.111 -0.030 0.163
C 2.512 0.998 6.233 0.395 0.034 -0.053
C 2.234 1.095 4.905 -0.283 0.011 -0.255
H -1.170 1.163 5.203 0.017 0.036 -0.003
H -0.578 0.984 7.646 0.015 0.004 -0.018
H 3.897 -0.083 8.636 0.003 -0.092 0.002
H 3.928 1.709 8.734 0.005 0.096 0.016
H 3.006 1.093 4.148 -0.005 0.059 0.016
```
Forces are in eV/Å.

Atomic partial charges in e from the Löwdin method, atoms 1 to 4: 1.243 -0.153 0.064 -0.127

***

No. 2
Below is a structure of composition C43H39LuN6O5PS3, with properties calculated with ωB97M-V/def2-TZVPD.

As for the LUMO energy: -3.096 eV. For the largest force on an atom, the calculation gives 1.18 eV Å⁻¹. For the gap between HOMO and LUMO, the calculation gives 5.81 eV. Its total energy is -139813.39266 eV. As for the total charge: +1. The HOMO energy is -8.907 eV.

```
98
Properties=species:S:1:pos:R:3:forces:R:3
Lu -0.588 -0.315 -1.352 1.099 -0.294 0.327
O 1.266 -1.525 -2.059 -0.515 0.289 0.297
S 2.061 -2.569 -2.828 0.124 0.149 -0.076
C 3.125 -3.357 -1.590 -0.090 0.032 0.074
C 2.472 -3.456 -0.212 0.011 -0.010 0.019
C 2.800 -2.240 0.653 -0.004 -0.064 0.006
C 2.127 -2.268 2.019 -0.024 -0.042 -0.105
S 0.383 -1.712 1.933 -0.231 0.087 0.073
O 0.080 -1.543 0.439 -0.195 0.239 -0.478
C -0.487 -3.176 2.431 0.059 -0.008 -0.058
C -0.503 -3.459 3.792 -0.006 0.086 0.007
C -1.167 -4.597 4.220 -0.015 -0.036 0.011
C -1.807 -5.418 3.299 0.008 0.006 0.005
C -1.800 -5.101 1.947 0.011 0.022 -0.007
C -1.137 -3.967 1.499 -0.018 -0.053 0.031
C 0.951 -3.909 -3.170 -0.032 0.004 0.027
C -0.308 -3.957 -2.603 0.047 -0.100 -0.016
C -1.162 -4.998 -2.941 -0.023 -0.027 -0.001
C -0.736 -5.979 -3.826 0.021 0.013 -0.008
C 0.537 -5.919 -4.387 -0.032 -0.037 -0.013
C 1.387 -4.872 -4.072 0.017 -0.025 -0.029
H 4.039 -2.760 -1.564 -0.009 -0.030 -0.013
H 3.362 -4.327 -2.028 0.034 0.005 0.021
H 2.829 -4.362 0.283 0.024 -0.002 -0.024
H 1.390 -3.564 -0.316 0.025 -0.017 0.004
H 2.517 -1.330 0.122 0.044 0.034 0.007
H 3.880 -2.188 0.817 -0.005 -0.030 0.019
H 2.600 -1.574 2.715 -0.013 -0.005 -0.016
H 2.120 -3.263 2.463 0.045 0.009 0.003
H -0.027 -2.795 4.509 -0.036 -0.043 -0.047
H -1.201 -4.830 5.275 0.012 -0.006 -0.010
H -2.326 -6.304 3.642 0.004 0.043 -0.015
H -2.320 -5.733 1.238 0.008 0.009 0.009
H -1.141 -3.691 0.452 0.014 -0.024 0.024
H -0.638 -3.187 -1.923 -0.012 -0.022 0.021
H -2.161 -5.026 -2.524 0.030 0.018 -0.023
H -1.403 -6.788 -4.095 0.023 0.020 0.016
H 0.860 -6.680 -5.085 -0.020 0.019 0.023
H 2.369 -4.805 -4.531 -0.056 0.011 0.018
N 1.069 2.244 -3.203 -0.071 -0.048 0.052
P 0.247 2.385 -1.713 0.402 0.176 -0.341
C -0.540 4.004 -1.792 -0.151 -0.103 0.181
C 0.230 5.166 -1.864 -0.017 0.069 -0.040
C -0.393 6.399 -1.967 -0.020 0.019 0.006
C -1.783 6.478 -1.991 0.051 -0.001 0.013
C -2.552 5.326 -1.921 0.009 -0.017 -0.005
C -1.931 4.088 -1.819 0.021 0.008 -0.035
C 1.611 2.549 -0.526 0.020 0.021 -0.069
C 1.595 3.474 0.514 -0.029 -0.026 0.077
C 2.572 3.427 1.501 -0.002 -0.018 0.009
C 3.565 2.456 1.455 -0.005 0.044 0.020
C 3.586 1.530 0.418 -0.040 0.017 0.016
C 2.612 1.574 -0.569 0.006 0.006 0.050
C 0.776 1.262 -4.131 0.002 -0.048 -0.056
C 1.352 1.305 -5.408 0.027 0.108 0.043
C 1.073 0.298 -6.296 0.000 -0.040 -0.068
C 0.216 -0.739 -5.918 0.069 0.007 -0.129
C -0.314 -0.700 -4.657 -0.170 0.001 0.085
N -0.041 0.274 -3.764 -0.227 -0.099 0.396
H 1.627 3.015 -3.539 0.053 -0.006 -0.037
H 1.313 5.115 -1.825 -0.046 -0.001 -0.002
H 0.204 7.300 -2.017 -0.029 -0.026 -0.003
H -2.264 7.445 -2.060 0.013 -0.023 -0.013
H -3.632 5.391 -1.948 0.047 -0.008 0.016
H -2.531 3.188 -1.768 0.001 0.003 0.002
H 0.808 4.217 0.575 0.057 -0.034 0.007
H 2.550 4.142 2.314 0.010 -0.037 -0.029
H 4.324 2.426 2.227 -0.054 -0.012 -0.024
H 4.365 0.777 0.379 -0.012 0.032 -0.018
H 2.634 0.855 -1.382 0.016 -0.011 -0.025
H 2.003 2.129 -5.674 -0.016 -0.046 0.003
H 1.509 0.315 -7.287 -0.010 0.002 0.030
H -0.038 -1.544 -6.593 -0.004 0.032 0.016
H -1.009 -1.463 -4.323 0.022 -0.017 0.010
N -3.297 -2.109 -2.531 0.043 0.013 0.018
C -2.453 -1.434 -2.119 -0.140 0.061 0.072
O 0.122 3.520 8.095 -0.052 -0.049 -0.026
S -0.243 2.341 7.347 0.089 0.033 0.050
O 0.752 1.897 6.381 -0.010 -0.012 -0.019
O -0.880 1.274 8.091 -0.017 -0.004 -0.026
C -1.597 2.923 6.271 -0.243 0.034 -0.405
N -2.540 3.761 6.723 0.101 -0.164 -0.090
C -3.443 4.174 5.844 0.065 -0.010 0.062
C -3.422 3.818 4.495 -0.175 0.116 -0.056
C -2.428 2.932 4.144 0.134 -0.187 -0.257
N -1.554 2.465 5.020 0.144 0.213 0.614
C -2.140 2.378 2.788 -0.134 0.035 0.159
C -3.062 2.155 1.771 -0.076 0.070 -0.012
C -2.665 1.452 0.648 -0.101 -0.139 0.142
N -1.419 0.977 0.491 -0.196 -0.100 -0.442
C -0.523 1.261 1.448 0.041 -0.052 0.005
C -0.832 1.947 2.589 0.126 -0.070 0.070
H -4.214 4.835 6.225 0.019 0.024 -0.021
H -4.123 4.231 3.781 -0.002 -0.034 0.086
H -4.094 2.470 1.874 0.045 -0.042 -0.032
H -3.381 1.194 -0.125 0.004 0.051 -0.023
H 0.481 0.887 1.303 0.095 0.059 -0.065
H -0.103 2.085 3.379 -0.007 0.015 -0.048
```
Forces are in eV/Å.

Atomic partial charges in e from the Löwdin method, atoms 1 to 4: 1.535 -0.676 1.054 -0.287